[1]
The following is a DFT calculation (ωB97M-V/def2-TZVPD) of an isolated molecule of CH2N4O2.

## Properties
Calculated total energy   -11116.9063 eV
Orbital gap (spin up / spin down)   0.301 / 0.301 hartree
ΔE to the lowest compared entry with this formula, charge and spin   647.9 kJ/mol
Structure (SMILES)   ON1N=CN=NO1
Lowest unoccupied orbital energy (spin up / spin down)   -0.708 / -0.709 eV

Geometry (Å):
C -1.2685 -0.5581 -0.0603
N -1.4680 0.6746 0.3267
N -0.0111 -0.9747 -0.2034
N -0.5335 1.4310 0.2308
N 0.8390 -0.0119 -0.3838
O 0.4962 1.0924 -0.8999
O 1.8288 0.2438 0.5153
H -2.1140 -1.2370 -0.0871
H 2.2311 -0.6602 0.5618

Cartesian forces (eV/Å) of the 3 atoms listed first:
-0.5 -2.9 -1.9
1.4 0.9 0.0
-0.6 -1.3 1.3


[2]
The following is a DFT calculation (ωB97M-V/def2-TZVPD) of a structure of composition C46H25Cl2I4N4NiO2.

## Properties
Calculated total energy   -156658.8638 eV
Orbital gap (spin up / spin down)   0.214 / 0.214 hartree
Lowest unoccupied orbital energy (spin up / spin down)   1.241 / 1.242 eV
Total charge   -1

Geometry (Å):
Ni -0.4977 0.0314 0.0997
I -3.5927 -5.2380 7.6358
C -2.8441 -4.1363 6.0258
C -3.6350 -3.1593 5.4398
C -3.1288 -2.4321 4.3710
C -1.8478 -2.6713 3.8806
C -1.0757 -3.6548 4.4884
C -1.5645 -4.3913 5.5600
C -1.3285 -1.8783 2.7278
C -1.2801 -2.4688 1.4697
C -1.4688 -3.8761 1.2186
C -1.0633 -4.0977 -0.0528
C -0.7024 -2.8142 -0.5997
C -0.4108 -2.5877 -1.9399
C -0.1002 -3.7667 -2.7947
C 1.0936 -4.4544 -2.5953
C 1.4170 -5.5618 -3.3679
C 0.5300 -5.9856 -4.3452
I 1.0020 -7.6530 -5.5122
C -0.6676 -5.3210 -4.5604
C -0.9741 -4.2132 -3.7816
C -0.4737 -1.3256 -2.5021
N -0.7233 -0.1785 -1.8042
C -0.8639 0.8049 -2.7236
C -0.9468 2.1683 -2.4445
C -1.2120 3.0941 -3.5808
C -0.2420 3.9850 -4.0340
C -0.4937 4.8379 -5.1000
C -1.7300 4.7936 -5.7250
I -2.1244 6.0813 -7.3226
C -2.7074 3.9042 -5.3073
C -2.4387 3.0585 -4.2399
C -0.6212 2.6795 -1.2018
C -0.3376 4.0731 -0.9253
C 0.2794 4.1057 0.2701
C 0.2903 2.7454 0.7707
N -0.3044 1.9204 -0.1165
C 0.7405 2.3989 2.0409
C 0.3075 1.2318 2.6574
C 0.4035 0.9213 4.0657
C -0.3366 -0.1887 4.2701
C -0.7885 -0.6272 2.9693
N -0.3989 0.2617 2.0163
C 1.6858 3.3352 2.7006
C 1.4703 3.9162 3.9483
C 2.4029 4.7778 4.5095
C 3.5659 5.0645 3.8113
I 4.9733 6.3617 4.6489
C 3.8033 4.5057 2.5656
C 2.8637 3.6438 2.0183
C -0.7182 0.2679 -4.0570
C -0.4318 -1.0437 -3.9163
N -0.8441 -1.8463 0.3417
H -4.6323 -2.9649 5.8098
H -3.7344 -1.6654 3.9037
H -0.0758 -3.8451 4.1172
H -0.9509 -5.1503 6.0255
H -1.8247 -4.5965 1.9375
H -1.0361 -5.0323 -0.5898
H 1.7791 -4.1055 -1.8319
H 2.3527 -6.0804 -3.2106
H -1.3575 -5.6630 -5.3198
H -1.9101 -3.6901 -3.9347
H 0.7301 3.9909 -3.5561
H 0.2724 5.5188 -5.4445
H -3.6671 3.8689 -5.8046
H -3.1949 2.3598 -3.9032
H -0.5577 4.9025 -1.5763
H 0.6543 4.9661 0.7993
H 0.9675 1.4670 4.8024
H -0.5025 -0.7134 5.1975
H 0.5415 3.7352 4.4741
H 2.2165 5.2258 5.4760
H 4.7129 4.7269 2.0242
H 3.0554 3.1701 1.0605
H -0.7735 0.8404 -4.9685
H -0.2134 -1.7606 -4.6908
Cl 4.9370 0.6739 1.0150
C 4.1607 0.0002 -0.4573
Cl 4.3688 -1.7696 -0.4926
C 2.6748 0.4754 -0.5045
O 2.5627 1.6059 -1.0110
O 1.8273 -0.2921 -0.0178
H 4.7076 0.4031 -1.3001

Cartesian forces (eV/Å) of the 3 atoms listed first:
-0.4 0.0 0.1
0.0 0.0 0.0
0.0 0.0 0.0


Record order is preserved below.
F_max: 0.09254; 0.00817 Eh/bohr